Formula: C2H3Br5Si
Source: the OMol25 dataset
Level of theory: wB97M-V/def2-TZVPD

Summary:
- max |F| (eV Å⁻¹) = 1.7
- HOMO-LUMO gap (spin up / spin down) (eV) = 6.02 / 6.02
- energy above the lowest of the compared OMol25 structures with the same formula, charge and spin (kcal/mol) = 12.6

Geometry (Å):
Br  -1.19117  1.37273  -0.58826
H  2.24838  -0.42416  1.21068
Si  1.68028  0.26079  0.09319
Br  -0.80862  0.69420  -3.15434
C  -0.23648  -0.20012  -0.03178
H  1.30198  1.71113  0.40062
Br  -2.73809  -1.45179  0.44406
Br  0.22671  -2.92831  0.63029
Br  -2.18022  2.71715  1.65905
H  2.53556  -0.38561  -0.94560
C  -0.83832  -1.36601  0.28208


Formula: C2H3BrCl2
Source: the OMol25 dataset
Level of theory: wB97M-V/def2-TZVPD

Summary:
- structure (SMILES) = C=C(Cl)Cl.Br
- max |F| (eV Å⁻¹) = 3.5
- HOMO-LUMO gap (eV) = 10.08
- energy above the lowest of the compared OMol25 structures with the same formula, charge and spin (kcal/mol) = 12.6

Geometry (Å):
C  -0.54076  -0.37610  -1.17698
H  0.09040  -0.96940  3.02214
C  -0.72419  0.92082  -0.79989
H  0.38718  -0.69878  -1.68827
Cl  0.50022  2.04426  -0.73143
Cl  -2.20590  1.42372  -0.10313
Br  0.33272  0.36181  2.75153
H  -1.34260  -1.02222  -1.09501


Formula: C2H3BrClNO
Source: the OMol25 dataset
Level of theory: wB97M-V/def2-TZVPD

Summary:
- structure (SMILES) = O=C(Cl)CNBr
- max |F| (eV Å⁻¹) = 3.8
- HOMO-LUMO gap (eV) = 9.59
- energy above the lowest of the compared OMol25 structures with the same formula, charge and spin (kcal/mol) = 35.1

Geometry (Å):
H  0.88607  -0.68254  -0.70121
Cl  2.18354  1.91114  -0.40785
C  0.59754  1.32680  0.03240
H  -1.51322  0.80725  -0.00571
N  -1.22507  -0.10985  -0.55271
H  0.37677  0.30358  -1.85480
Br  -1.57122  -1.79526  0.20722
O  -0.05508  1.85539  0.92740
C  0.14323  0.15690  -0.74331


Formula: C2H3BrF2
Source: the OMol25 dataset
Level of theory: wB97M-V/def2-TZVPD

Summary:
- max |F| (eV Å⁻¹) = 1.3
- HOMO-LUMO gap (spin up / spin down) (eV) = 8.99 / 8.83
- energy above the lowest of the compared OMol25 structures with the same formula, charge and spin (kcal/mol) = 87.5

Geometry (Å):
H  0.65784  -1.82787  0.22831
F  -0.57180  2.03242  0.18358
F  -1.99993  0.50176  -0.48311
C  0.94694  -0.98429  -0.36354
H  -1.18385  0.49786  1.38295
Br  2.50211  -0.10215  0.09394
H  0.65240  -0.90833  -1.39618
C  -1.00371  0.79059  0.35404


Formula: C2H3BrF2O2
Source: the OMol25 dataset
Level of theory: wB97M-V/def2-TZVPD

Summary:
- structure (SMILES) = O/C(F)=C/F.OBr
- max |F| (eV Å⁻¹) = 2.9
- HOMO-LUMO gap (eV) = 8.98
- energy above the lowest of the compared OMol25 structures with the same formula, charge and spin (kcal/mol) = 71.1

Geometry (Å):
F  1.30686  -0.63483  -1.05205
H  -1.77656  -0.91232  1.80903
F  0.62194  -0.89813  1.33895
H  -0.73158  -1.11123  -1.61646
Br  -0.03132  2.39861  0.72758
O  0.81231  2.29478  -0.81828
H  1.72478  2.05170  -0.85508
C  -0.36377  -1.00195  0.40422
O  -1.57810  -1.31358  0.93110
C  0.01542  -0.87305  -0.86900


Formula: C2H3BrFN
Source: the OMol25 dataset
Level of theory: wB97M-V/def2-TZVPD

Summary:
- max |F| (eV Å⁻¹) = 3.0
- HOMO-LUMO gap (spin up / spin down) (eV) = 8.76 / 8.76
- energy above the lowest of the compared OMol25 structures with the same formula, charge and spin (kcal/mol) = 68.4

Geometry (Å):
F  0.85161  2.07264  -0.09929
C  -0.44783  0.15391  -0.52387
N  -0.65807  -0.22005  0.71050
Br  -1.55910  0.80875  -1.82335
H  1.57731  -0.37391  0.09069
C  0.53108  -0.77854  0.07731
H  -0.91319  0.24992  1.65367
H  0.61819  -1.91271  -0.08565


Formula: C2H3BrN2O
Source: the OMol25 dataset
Level of theory: wB97M-V/def2-TZVPD

Summary:
- structure (SMILES) = C=NN=C=O.Br
- max |F| (eV Å⁻¹) = 3.9
- HOMO-LUMO gap (eV) = 10.49
- energy above the lowest of the compared OMol25 structures with the same formula, charge and spin (kcal/mol) = 1.8

Geometry (Å):
H  1.36728  1.55463  1.46326
H  1.99344  -0.04480  0.70589
N  -0.85550  1.20972  0.64376
N  0.20988  0.48697  0.24524
O  -3.17253  1.29909  0.65309
Br  1.28379  -3.16794  -2.55065
C  -2.03539  1.19815  0.53779
H  -0.06695  -3.20636  -2.52614
C  1.27598  0.67054  0.82775


Formula: C2H3BrN2S
Source: the OMol25 dataset
Level of theory: wB97M-V/def2-TZVPD

Summary:
- max |F| (eV Å⁻¹) = 1.5
- HOMO-LUMO gap (spin up / spin down) (eV) = 6.01 / 6.01
- energy above the lowest of the compared OMol25 structures with the same formula, charge and spin (kcal/mol) = 62.3

Geometry (Å):
H  0.33323  1.43167  -0.40311
H  0.98712  0.50910  1.63779
C  -0.21069  0.56061  -0.04230
N  0.05870  0.27555  1.29671
H  -1.28637  0.67799  -0.20149
Br  0.53305  0.04613  -2.76638
C  0.13952  -0.70007  -0.93842
N  0.13787  -1.84739  -0.62974
S  -0.69241  -0.95359  2.04692